C21H19N10O10Ru | ωB97M-V/def2-TZVPD

Geometry as XYZ:
```
61
Properties=species:S:1:pos:R:3:lowdin_charge:R:1
Ru 0.300 -0.080 -0.251 1.5067
C 0.643 -6.875 -1.939 -0.0687
O -0.591 -6.380 -2.429 -0.0564
C -0.828 -5.063 -2.332 -0.2770
C -2.094 -4.645 -2.798 -0.0033
C -2.440 -3.332 -2.723 -0.0191
C -1.563 -2.348 -2.210 -0.1051
C -1.937 -0.971 -2.167 -0.3550
C -3.373 -0.581 -2.414 0.0063
O -1.139 -0.031 -1.930 -0.1051
C -0.275 -2.764 -1.735 -0.3071
O 0.624 -1.980 -1.247 -0.1627
C 0.051 -4.142 -1.815 0.0581
H 0.615 -7.951 -2.085 0.0938
H 0.764 -6.655 -0.876 0.0992
H 1.485 -6.455 -2.494 0.0972
H -2.768 -5.389 -3.198 0.1190
H -3.417 -3.048 -3.086 0.1093
H -3.761 -1.008 -3.336 0.0810
H -3.444 0.502 -2.463 0.0857
H -3.975 -0.938 -1.576 0.1095
H 1.023 -4.420 -1.433 0.1145
O -2.956 -0.668 2.403 0.0727
C -1.785 -0.420 2.177 -0.5928
O -1.111 -0.832 1.165 -0.1314
C -1.045 0.442 3.189 -0.0448
C -1.469 0.417 4.491 0.0757
C -0.910 1.275 5.439 -0.1382
C 0.059 2.180 5.064 0.0762
C 0.531 2.176 3.766 -0.0618
C 0.013 1.293 2.748 -0.2764
O 0.459 1.339 1.555 -0.1626
N 1.569 3.125 3.452 -0.3240
O 1.588 4.180 4.061 0.0915
O 2.405 2.833 2.602 0.0270
N -1.338 1.229 6.821 -0.3600
O -0.850 2.036 7.597 0.0641
O -2.158 0.385 7.137 0.0766
H -2.262 -0.257 4.783 0.1358
H 0.466 2.873 5.785 0.1325
N -0.451 4.807 -0.897 0.1513
N 0.294 3.751 -1.318 -0.2629
N 1.272 3.877 -2.184 0.1407
C 1.765 2.648 -2.217 -0.1626
N 1.095 1.840 -1.393 -0.0337
N 0.147 2.559 -0.834 0.0601
H -0.530 5.519 -1.606 0.1081
H -1.312 4.506 -0.466 0.1134
H 2.595 2.359 -2.835 0.1160
N 4.898 1.743 1.646 0.1594
C 4.372 0.909 0.724 -0.3506
C 3.077 0.360 0.905 -0.0483
N 2.528 -0.396 -0.028 -0.0275
C 3.238 -0.688 -1.128 -0.1363
C 4.526 -0.211 -1.251 -0.1214
N 5.089 0.588 -0.351 0.1291
H 4.258 2.216 2.268 0.0685
H 5.755 2.210 1.404 0.1088
H 2.512 0.599 1.792 0.0987
H 2.755 -1.295 -1.879 0.0992
H 5.129 -0.452 -2.118 0.1091
```

Summary:
E_tot = -2206.2183 hartree
lowest unoccupied orbital energy (spin up / spin down) = -1.89 / -1.57 eV
charge = 0
spin multiplicity = 2

C11H20Cl2ErO | ωB97M-V/def2-TZVPD

Geometry as XYZ:
```
35
Properties=species:S:1:pos:R:3:lowdin_charge:R:1
Er 1.188 -0.464 -0.370 0.4188
Cl 0.812 -2.915 -0.577 -0.1620
Cl 2.177 1.318 1.188 -0.0739
C 2.927 -0.200 -1.396 -0.2985
H 3.355 0.778 -1.550 -0.0664
H 3.357 -0.798 -2.215 -0.0413
C -0.497 1.015 -1.623 -0.1933
C 0.620 0.414 -2.103 -0.4222
H -0.416 1.591 -0.690 0.0722
C 0.347 -0.784 -3.275 -0.1920
H 1.660 0.966 -2.466 0.1368
C -0.741 -0.353 -4.181 -0.2301
H 1.345 -0.833 -3.727 0.0913
H 0.166 -1.785 -2.842 0.0419
C -2.050 -0.024 -3.368 -0.2042
H -0.448 0.532 -4.754 0.1076
H -0.977 -1.098 -4.946 0.0992
C -1.901 0.974 -2.241 -0.2135
H -2.853 0.279 -4.065 0.1000
H -2.361 -0.994 -2.944 0.1095
H -2.302 1.961 -2.570 0.1055
H -2.595 0.716 -1.425 0.0978
C -0.348 0.933 3.815 -0.1655
C 0.174 -0.485 4.133 -0.1537
C 0.317 -1.184 2.768 -0.2047
O -0.224 -0.310 1.738 -0.3411
C -0.794 0.872 2.342 -0.2296
H -1.174 1.210 4.479 0.1010
H 0.462 1.666 3.925 0.0990
H -0.542 -1.010 4.774 0.1004
H 1.135 -0.438 4.652 0.1064
H 1.374 -1.380 2.518 0.1000
H -0.252 -2.125 2.721 0.1162
H -1.889 0.775 2.280 0.1168
H -0.441 1.739 1.767 0.0716
```

Summary:
E_tot = -2441.6437 hartree
lowest unoccupied orbital energy (spin up / spin down) = 3.04 / 3.02 eV
charge = -1
spin multiplicity = 4

C34H30N3O4 | ωB97M-V/def2-TZVPD

Geometry as XYZ:
```
71
Properties=species:S:1:pos:R:3:lowdin_charge:R:1
C 0.686 -3.831 1.193 -0.0729
C 0.437 -5.182 1.882 -0.2012
C 1.402 -6.291 1.442 -0.2904
C 2.848 -6.007 1.874 -0.0797
N 3.842 -6.230 0.757 0.1361
C 3.435 -5.644 -0.386 -0.3804
N 4.218 -4.704 -1.042 0.1586
N 2.293 -6.022 -0.914 0.1507
C 1.263 -6.644 -0.046 -0.0768
H 1.272 -3.196 1.849 0.0682
H -0.262 -3.315 1.096 0.0807
H 1.155 -3.910 0.217 0.0585
H 0.562 -5.075 2.956 0.1179
H -0.563 -5.557 1.687 0.1145
H 1.080 -7.178 1.981 0.1394
H 3.117 -6.683 2.675 0.1267
H 2.938 -5.002 2.281 0.1255
H 4.696 -5.740 1.007 0.1480
H 4.093 -3.721 -0.895 0.1155
H 4.884 -5.035 -1.715 0.1163
H 1.929 -5.337 -1.565 0.1636
H 0.305 -6.272 -0.395 0.1330
H 1.227 -7.713 -0.211 0.1330
C -1.344 -1.032 6.402 -0.0559
C -1.569 0.124 7.142 -0.0474
C -1.287 1.364 6.596 0.0062
C -0.769 1.454 5.311 -0.0781
C -0.523 0.293 4.575 -0.0852
C -0.823 -0.949 5.123 -0.0094
C 0.070 0.364 3.212 -0.2734
O 0.279 -0.646 2.565 0.0733
C 0.409 1.704 2.661 -0.0876
C 1.011 1.792 1.412 -0.0181
C 1.320 3.031 0.877 -0.0661
C 1.020 4.190 1.584 -0.0429
C 0.425 4.109 2.831 0.0094
C 0.125 2.868 3.377 -0.0778
C -0.489 2.800 4.734 -0.2752
O -0.750 3.808 5.351 0.1211
H -1.574 -2.000 6.829 0.1077
H -1.967 0.056 8.145 0.1116
H -1.465 2.266 7.164 0.1245
H -0.643 -1.845 4.546 0.1110
H 1.239 0.891 0.860 0.1160
H 1.792 3.096 -0.095 0.1111
H 1.255 5.158 1.160 0.1145
H 0.194 5.007 3.387 0.1249
C -2.669 1.058 -2.044 -0.0582
C -1.798 1.872 -1.326 -0.0564
C -1.241 2.989 -1.923 -0.0034
C -1.539 3.291 -3.245 -0.0793
C -2.395 2.463 -3.972 -0.0807
C -2.965 1.351 -3.364 -0.0024
C -2.697 2.744 -5.406 -0.2769
O -3.443 2.025 -6.034 0.1095
C -2.048 3.925 -6.041 -0.0832
C -2.273 4.178 -7.388 -0.0001
C -1.689 5.278 -7.991 -0.0516
C -0.883 6.136 -7.250 -0.0520
C -0.651 5.887 -5.908 -0.0006
C -1.225 4.778 -5.300 -0.0841
C -0.940 4.508 -3.864 -0.2766
O -0.236 5.251 -3.213 0.1052
H -3.112 0.191 -1.573 0.1054
H -1.558 1.637 -0.297 0.0983
H -0.572 3.628 -1.364 0.1057
H -3.638 0.721 -3.929 0.1206
H -2.904 3.511 -7.959 0.1215
H -1.863 5.471 -9.041 0.1096
H -0.434 6.999 -7.722 0.1095
H -0.023 6.548 -5.329 0.1211
```

Summary:
E_tot = -1778.6683 hartree
lowest unoccupied orbital energy = -3.65 eV
charge = +1

C4H6P2 | ωB97M-V/def2-TZVPD

Geometry as XYZ:
```
12
Properties=species:S:1:pos:R:3:lowdin_charge:R:1
C -3.370 -1.168 -0.639 -0.2112
C -2.182 -1.470 0.153 -0.7354
P -0.894 -1.649 1.063 0.7198
H -2.879 -0.629 -1.482 0.0705
H -4.105 -0.626 -0.076 0.0600
H -3.718 -2.022 -1.161 0.0550
C -3.035 2.369 0.593 -0.2012
C -1.811 2.017 -0.177 -0.7270
P -0.564 1.542 -1.007 0.7332
H -3.744 2.799 -0.152 0.0830
H -2.712 2.791 1.601 0.0963
H -3.453 1.373 0.919 0.0569
```

Summary:
E_tot = -838.5779 hartree
lowest unoccupied orbital energy = 0.66 eV
structure (SMILES) = CC#P.CC#P
charge = 0

C14H17N3O4V | ωB97M-V/def2-TZVPD

Geometry as XYZ:
```
39
Properties=species:S:1:pos:R:3:lowdin_charge:R:1
V 0.365 0.058 1.187 1.2112
C -3.300 -2.119 0.964 -0.0267
C -2.222 -1.110 0.808 -0.4408
O -0.998 -1.481 0.818 -0.0886
C -2.726 0.180 0.405 -0.0060
C -1.993 1.163 -0.251 -0.2952
C -2.600 2.186 -1.163 -0.0194
N -0.650 1.116 -0.179 -0.0961
N 0.108 1.594 -1.264 0.0679
C 1.262 0.905 -1.231 -0.4294
O 1.800 0.210 -0.278 -0.0944
C 1.847 1.061 -2.571 -0.1578
C 1.072 1.312 -3.721 -0.0153
C 1.745 1.198 -4.928 -0.0875
C 3.098 0.910 -5.016 -0.0931
C 3.858 0.683 -3.880 -0.0810
C 3.215 0.732 -2.673 -0.0340
H -3.172 -2.732 1.920 0.1063
H -4.246 -1.489 0.970 0.0936
H -3.319 -2.773 0.063 0.1114
H -3.803 0.084 0.398 0.0961
H -3.289 1.752 -1.936 0.1018
H -3.144 2.950 -0.553 0.1034
H -1.759 2.625 -1.800 0.0886
H 0.009 1.511 -3.589 0.1056
H 1.253 1.253 -5.947 0.1261
H 3.641 0.869 -5.977 0.1150
H 4.934 0.497 -3.826 0.1131
H 3.657 0.472 -1.723 0.1077
N 0.728 -2.351 4.955 0.1764
C 0.313 -0.942 4.944 -0.0480
C 0.494 -0.481 3.534 -0.5530
O -0.092 0.576 3.093 -0.0401
O 1.202 -1.140 2.690 -0.0546
H 0.963 -2.665 5.923 0.1937
H 1.590 -2.457 4.320 0.2002
H 0.000 -2.989 4.527 0.2086
H 0.869 -0.331 5.722 0.1843
H -0.712 -0.839 5.267 0.1500
```

Summary:
E_tot = -1952.6922 hartree
lowest unoccupied orbital energy (spin up / spin down) = -4.00 / -4.00 eV
charge = +1
spin multiplicity = 3

H3O | ωB97M-V/def2-TZVPD

Geometry as XYZ:
```
4
Properties=species:S:1:pos:R:3:lowdin_charge:R:1
O 0.196 0.152 -0.040 0.8828
H 0.341 -0.781 -0.399 0.3379
H -0.500 0.733 -0.537 0.3731
H -0.038 -0.105 0.977 0.4062
```

Summary:
E_tot = -75.8012 hartree
lowest unoccupied orbital energy (spin up / spin down) = -14.90 / -25.32 eV
charge = +2
spin multiplicity = 2